No. 1
Molecular formula: C2H4FNO2
Method: DFT, ωB97M-V/def2-TZVPD

```
10
Properties=species:S:1:pos:R:3:forces:R:3
N 0.544 -0.457 -1.025 1.6 -1.0 -0.8
C 0.185 -0.556 0.343 1.4 1.9 2.2
F -0.582 -1.638 0.660 -0.1 -0.3 0.0
C -0.645 0.791 0.862 1.7 -1.4 -3.0
O -1.237 0.795 1.857 -1.4 0.0 2.7
O -0.568 1.835 0.018 1.8 -1.8 -2.0
H -0.235 -0.523 -1.687 0.4 -0.3 0.5
H 1.381 -1.069 -1.330 -2.1 1.4 0.7
H 1.159 -0.574 1.052 -2.1 -0.1 -1.8
H -0.001 1.397 -0.750 -1.2 1.6 1.6
```
Forces are in eV/Å.

- LUMO level (eV) = 0.53
- Kohn-Sham gap (Eh) = 0.397
- energy above the lowest of the compared OMol25 structures with the same formula, charge and spin (kJ/mol) = 40.5
- net charge = 0
- structure (SMILES) = N[C@H](F)C(=O)O

These are the Mulliken partial charges, in e, on atoms 1 to 5:
1. N -0.6542
2. C 0.4351
3. F -0.2918
4. C 0.2968
5. O -0.4536

No. 2
Molecular formula: C2H4FNO2S
Method: DFT, ωB97M-V/def2-TZVPD

```
11
Properties=species:S:1:pos:R:3:forces:R:3
C 2.716 0.143 0.270 -1.4 0.3 -0.2
C 1.859 -0.186 1.065 1.2 -2.2 3.1
N -1.873 -0.768 -0.670 0.8 1.9 0.6
O -2.166 1.588 0.546 -1.8 1.5 0.3
O -0.210 1.074 -0.696 1.9 -3.1 -0.5
F 3.147 0.697 -0.773 0.9 0.4 -0.8
S -1.251 0.521 0.416 0.6 -2.4 -1.5
H 0.310 0.159 -0.888 -1.3 3.2 0.2
H 1.839 -0.780 2.047 -0.6 1.3 -2.0
H -1.557 -1.625 -0.306 0.2 -1.4 0.6
H -2.814 -0.822 -1.010 -0.5 0.4 0.1
```
Forces are in eV/Å.

- LUMO level (eV) = 0.23
- Kohn-Sham gap (Eh) = 0.362
- energy above the lowest of the compared OMol25 structures with the same formula, charge and spin (kJ/mol) = 382.2
- net charge = 0

These are the Mulliken partial charges, in e, on atoms 1 to 5:
1. C 0.3511
2. C -0.4162
3. N -0.5349
4. O -0.5336
5. O -0.4229

No. 3
Molecular formula: C2H4FPSi
Method: DFT, ωB97M-V/def2-TZVPD

```
9
Properties=species:S:1:pos:R:3:forces:R:3
C -0.321 -0.789 -1.567 0.0 -0.2 -0.8
C -0.107 0.081 -0.619 0.6 0.3 2.6
F -2.829 -0.219 -0.813 1.3 1.0 -1.0
Si 1.193 0.518 1.631 -1.0 -0.9 -5.3
P -1.494 0.533 -1.689 -1.4 -0.9 1.3
H -0.127 -1.721 -2.078 0.3 0.0 0.4
H 1.983 -0.646 1.161 0.5 0.7 0.4
H 0.599 0.370 2.848 -1.3 -0.4 2.2
H 1.104 1.874 1.126 0.9 0.4 0.2
```
Forces are in eV/Å.

- LUMO level (eV) = -0.97
- Kohn-Sham gap (Eh) = 0.273
- energy above the lowest of the compared OMol25 structures with the same formula, charge and spin (kJ/mol) = 241.6
- net charge = 0

These are the Mulliken partial charges, in e, on atoms 1 to 5:
1. C -0.1002
2. C -0.3819
3. F -0.3993
4. Si 0.5536
5. P 0.0763

No. 4
Molecular formula: C2H4FPSi
Method: DFT, ωB97M-V/def2-TZVPD

```
9
Properties=species:S:1:pos:R:3:forces:R:3
C -2.462 3.618 -1.153 -1.5 -2.9 2.9
C -3.019 2.464 -0.638 1.9 4.4 -1.6
F 0.439 -1.563 0.074 0.1 -0.6 0.0
Si 0.995 -0.472 1.105 0.4 -0.4 -1.4
P -2.477 2.346 -2.366 -0.2 -2.1 -1.9
H -1.925 4.539 -1.229 -0.2 0.5 0.5
H 0.354 0.683 0.563 -0.1 1.1 0.1
H 0.672 -0.812 2.418 -0.8 -0.3 1.6
H 2.448 -0.486 1.108 0.5 0.2 -0.3
```
Forces are in eV/Å.

- multiplicity = 3
- LUMO level (spin up / spin down) (eV) = 0.65 / -2.08
- Kohn-Sham gap (spin up / spin down) (Eh) = 0.288 / 0.322
- energy above the lowest of the compared OMol25 structures with the same formula, charge and spin (kJ/mol) = 0.0
- net charge = 0

These are the Mulliken partial charges, in e, on atoms 1 to 5:
1. C -0.1121
2. C -0.2497
3. F -0.2715
4. Si 0.6167
5. P -0.0277

No. 5
Molecular formula: C2H4I2
Method: DFT, ωB97M-V/def2-TZVPD

```
8
Properties=species:S:1:pos:R:3:forces:R:3
C 0.040 0.487 -0.099 -1.2 1.0 1.8
C 0.197 -0.607 -1.103 -2.2 -2.8 1.6
I 2.089 -1.045 -1.858 0.4 -0.2 0.3
I -1.065 0.008 -2.759 0.0 -0.5 0.1
H 0.234 0.244 0.948 1.0 -0.7 -0.2
H 0.637 1.439 -0.274 -1.2 -1.0 -0.3
H -1.100 0.561 0.056 1.6 0.9 -0.8
H -0.434 -1.914 -0.309 1.7 3.4 -2.5
```
Forces are in eV/Å.

- LUMO level (eV) = -0.45
- Kohn-Sham gap (Eh) = 0.321
- energy above the lowest of the compared OMol25 structures with the same formula, charge and spin (kJ/mol) = 265.2
- net charge = 0

These are the Mulliken partial charges, in e, on atoms 1 to 5:
1. C -1.1159
2. C -0.4487
3. I 0.1396
4. I 0.0810
5. H 0.3403

No. 6
Molecular formula: C2H4I2O
Method: DFT, ωB97M-V/def2-TZVPD

```
9
Properties=species:S:1:pos:R:3:forces:R:3
C -0.169 -1.113 0.431 2.7 2.8 -2.1
C 0.329 1.003 -0.686 -1.0 -1.6 1.3
O -0.487 -0.897 1.658 -1.7 0.6 1.5
I 2.404 1.419 -0.282 -1.0 0.0 -0.2
I -0.329 1.119 -2.716 0.3 -0.1 0.5
H -0.836 -1.363 -0.345 -0.8 -0.6 -0.6
H 0.883 -1.182 0.392 0.9 -1.0 -0.8
H -0.395 1.606 -0.097 1.0 0.0 -0.4
H -1.399 -0.592 1.645 -0.4 0.0 0.7
```
Forces are in eV/Å.

- LUMO level (spin up / spin down) (eV) = -0.21 / -0.21
- Kohn-Sham gap (spin up / spin down) (Eh) = 0.276 / 0.276
- energy above the lowest of the compared OMol25 structures with the same formula, charge and spin (kJ/mol) = 311.8
- net charge = 0

These are the Mulliken partial charges, in e, on atoms 1 to 5:
1. C -0.3863
2. C -0.7576
3. O -0.3673
4. I 0.0517
5. I 0.0225

No. 7
Molecular formula: C2H4I2O
Method: DFT, ωB97M-V/def2-TZVPD

```
9
Properties=species:S:1:pos:R:3:forces:R:3
C -0.243 -1.118 -0.789 1.4 -1.0 1.2
C 0.027 1.014 0.608 1.9 -1.0 -2.7
O 0.100 0.257 -0.659 0.1 2.2 2.2
I 0.810 3.087 0.240 -0.8 -1.5 0.0
I 1.144 0.157 2.177 0.4 -0.4 0.3
H -0.465 -1.128 -1.832 -0.3 -0.7 -0.7
H -1.089 -1.496 -0.188 0.2 0.6 -0.2
H 0.653 -1.823 -0.569 -1.3 1.3 -0.3
H -0.937 1.051 1.011 -1.6 0.4 0.1
```
Forces are in eV/Å.

- LUMO level (eV) = -0.37
- Kohn-Sham gap (Eh) = 0.328
- energy above the lowest of the compared OMol25 structures with the same formula, charge and spin (kJ/mol) = 107.8
- net charge = 0

These are the Mulliken partial charges, in e, on atoms 1 to 5:
1. C -0.6434
2. C -0.5172
3. O -0.2674
4. I 0.0600
5. I 0.0919

No. 8
Molecular formula: C2H4IN
Method: DFT, ωB97M-V/def2-TZVPD

```
8
Properties=species:S:1:pos:R:3:forces:R:3
C -0.285 0.457 0.038 0.3 4.0 -1.0
C -1.540 -0.047 0.066 -3.0 2.4 2.0
N 0.771 -0.191 -0.276 2.8 -1.6 -0.9
I 4.539 -0.044 0.052 -0.7 0.0 0.1
H 0.011 1.544 -0.137 -1.5 -0.8 0.9
H -1.667 -1.069 0.124 -0.2 -2.2 -0.2
H -2.536 0.540 0.306 2.4 -0.9 -1.0
H 0.705 -1.189 -0.174 -0.1 -0.9 0.1
```
Forces are in eV/Å.

- LUMO level (spin up / spin down) (eV) = -4.24 / -4.31
- Kohn-Sham gap (spin up / spin down) (Eh) = 0.125 / 0.121
- energy above the lowest of the compared OMol25 structures with the same formula, charge and spin (kJ/mol) = 461.7
- net charge = 0

These are the Mulliken partial charges, in e, on atoms 1 to 5:
1. C 0.0994
2. C -0.5689
3. N -0.2950
4. I -0.2415
5. H 0.3071

No. 9
Molecular formula: C2H4IN
Method: DFT, ωB97M-V/def2-TZVPD

```
8
Properties=species:S:1:pos:R:3:forces:R:3
H 0.582 2.382 -0.243 3.5 2.0 -0.2
N -0.150 1.783 -0.205 -0.5 -10.8 1.3
C 0.390 0.287 0.007 -2.5 8.7 0.4
C -0.589 -0.789 0.086 -1.2 -1.5 -1.7
I 2.361 -0.345 0.354 -0.3 0.5 -0.2
H -0.570 -1.593 0.857 1.1 0.6 -0.6
H -0.362 -1.198 -0.966 -0.8 -0.4 1.4
H -1.662 -0.529 0.111 0.7 0.8 -0.4
```
Forces are in eV/Å.

- LUMO level (eV) = -0.16
- Kohn-Sham gap (Eh) = 0.338
- energy above the lowest of the compared OMol25 structures with the same formula, charge and spin (kJ/mol) = 257.4
- net charge = 0
- structure (SMILES) = [H]/N=C(/C)I

These are the Mulliken partial charges, in e, on atoms 1 to 5:
1. H 0.2356
2. N -0.5094
3. C 0.1526
4. C -0.8868
5. I 0.1182

No. 10
Molecular formula: C2H4IN
Method: DFT, ωB97M-V/def2-TZVPD

```
8
Properties=species:S:1:pos:R:3:forces:R:3
H -1.012 -1.151 1.880 0.1 0.6 0.7
N -0.223 -0.618 1.495 0.2 -2.1 1.3
C -0.605 -0.061 0.476 1.2 2.7 -4.5
C 0.653 0.517 -0.677 -6.5 0.0 0.8
I 1.052 -0.929 -2.137 -0.4 -0.1 -0.4
H -1.682 0.168 0.174 1.3 -0.6 0.0
H 1.525 0.555 -0.207 3.4 0.5 2.4
H 0.292 1.519 -1.004 0.5 -1.0 -0.3
```
Forces are in eV/Å.

- LUMO level (eV) = 0.45
- Kohn-Sham gap (Eh) = 0.358
- energy above the lowest of the compared OMol25 structures with the same formula, charge and spin (kJ/mol) = 129.6
- net charge = 0
- structure (SMILES) = [H]/N=C/CI

These are the Mulliken partial charges, in e, on atoms 1 to 5:
1. H 0.2655
2. N -0.4920
3. C -0.0036
4. C -0.7837
5. I 0.0475